Entry 1:
# C12H36AgN6O5

A molecular structure, C12H36AgN6O5 at a distorted geometry (ωB97M-V with the def2-TZVPD basis set, the Open Molecules 2025 dataset).

Geometry as XYZ:
```
60
Properties=species:S:1:pos:R:3:forces:R:3
C 0.3579 -9.2831 -1.4025 0.864 0.552 1.742
C -3.2962 -3.0927 -0.9181 -1.100 -0.610 1.311
H -2.4957 -10.5864 -1.5775 -0.305 -0.207 0.381
H -3.6326 -5.7323 2.6761 0.001 -0.299 -0.179
H -2.0366 -3.0709 1.4272 0.125 -0.007 0.053
C -5.9008 -7.1203 0.0568 0.192 0.639 0.363
N -5.0493 -7.9969 0.8935 -0.414 -0.221 0.041
C -3.3873 -10.4373 -2.1917 0.324 1.170 0.239
O -5.4888 -5.3692 1.6799 0.106 -0.176 0.229
O -3.4883 -8.9915 -2.2374 0.339 0.248 0.249
N -0.0595 -9.5473 -2.6512 -1.168 0.258 0.088
C -5.8884 -4.1086 2.1799 0.699 0.830 -0.403
C -4.6362 -11.0746 -1.6060 0.153 -0.715 -0.828
H -7.5559 -8.4755 0.0553 -0.531 0.532 -0.036
H -7.2664 -6.4017 1.5991 0.130 -0.263 0.056
H -3.0256 -10.7519 -3.1741 -0.801 -0.492 -0.123
H -4.0232 -8.6647 -2.9657 -0.137 -0.318 -0.072
H -2.8274 -5.3896 4.1409 0.142 -0.061 0.034
H 0.5376 -9.7847 -3.4173 0.063 -0.025 -0.088
C -1.6490 -2.1995 -2.4054 0.579 -0.272 -0.746
C -6.9838 -7.8731 -0.6577 0.181 -1.458 -0.429
H -0.8079 -3.5629 0.2502 -0.016 0.196 0.077
C -1.6810 -3.8980 0.8115 -0.141 0.050 -0.092
H -1.1582 -6.8219 4.9880 -0.054 0.211 0.072
N -1.3189 -7.3890 4.1827 0.282 -0.931 -0.891
H -5.2433 -6.6919 -0.7068 -0.039 0.342 0.109
H -5.2733 -3.8067 3.0314 -0.171 -0.553 0.260
H -7.5730 -7.2865 -1.3598 -0.302 0.244 0.462
H -4.0112 -2.6782 -0.1951 0.285 0.555 0.018
H -4.5026 -12.1510 -1.7419 -0.183 -0.074 0.330
H -3.9784 -3.3136 -1.7482 0.538 -0.242 -0.511
C -2.1787 -7.1103 3.1734 -1.431 0.103 -0.225
H -4.8381 -10.8556 -0.5602 0.491 0.102 0.088
H -0.8238 -8.2591 4.0750 0.091 0.123 0.221
H -0.9708 -3.0577 -2.4793 0.093 -0.028 0.223
H -5.5574 -10.8273 -2.1374 0.195 0.174 -0.292
C -2.7795 -4.3384 -0.1660 1.390 0.245 -0.106
H -6.5562 -8.6584 -1.2955 0.339 0.197 0.045
H 2.2132 -10.2016 -1.6807 -0.130 -0.050 -0.110
H -1.0527 -1.2973 -2.5202 0.023 0.043 0.248
H -6.9476 -4.0694 2.4309 0.020 0.001 0.054
H -1.3614 -4.7164 1.4548 -0.145 -0.074 -0.005
O -2.4204 -7.8647 2.2141 1.040 0.264 1.013
H -1.1851 -5.0595 -1.1578 0.107 -0.375 -0.121
N -2.8917 -5.9629 3.3189 0.031 0.530 0.205
C -6.5013 -6.0017 0.9188 -0.352 -0.165 -0.260
H -2.5680 -5.2641 -1.9693 0.071 -0.269 -0.023
H -3.5620 -4.7629 0.4628 -0.345 -0.210 -0.543
H -5.4842 -8.9098 1.0094 0.061 -0.010 -0.307
O -2.3230 -2.1350 -1.1805 -0.217 0.442 -0.249
Ag -2.6817 -7.8810 -0.1249 0.132 0.376 -0.015
H -5.6174 -3.3414 1.4388 -0.594 -0.053 -0.122
O -0.3325 -8.6825 -0.5595 -0.135 -0.538 -0.720
H -5.0436 -7.6372 1.8445 0.449 0.131 -0.105
H -7.0526 -5.2767 0.3079 0.325 0.063 -0.239
H -0.9879 -9.1654 -2.7838 0.231 -0.090 -0.615
N -2.1468 -5.3647 -1.0494 -0.789 0.125 0.182
H -2.2656 -2.2570 -3.3098 -0.559 0.029 0.314
N 1.6131 -9.6866 -1.0627 0.188 -0.191 -0.380
H 1.9314 -9.5928 -0.1178 -0.223 0.205 0.128
```
Positions in Å, forces in eV/Å.

Summary:
LUMO, eV: -1.969
Molar mass, g mol⁻¹: 452.32
Kohn-Sham gap, eV: 9.6
Total charge: +1

Entry 2:
# C12H36B2F4N4O4

6 unconnected molecules or ions with the total composition C12H36B2F4N4O4 at a distorted geometry (ωB97M-V with the def2-TZVPD basis set, the Open Molecules 2025 dataset).

Geometry as XYZ:
```
62
Properties=species:S:1:pos:R:3:forces:R:3
H -3.2062 -1.9259 1.3385 0.579 -0.061 -0.081
N -1.8074 -1.2840 -2.4377 -1.168 -0.130 -2.943
H 3.0029 -2.5858 -0.7311 0.293 -0.206 0.368
H 3.4581 -1.0311 -1.3038 0.049 0.338 0.120
H 0.8709 -0.2100 0.0131 3.299 -0.341 1.555
H 1.9679 4.3484 -0.9664 -1.055 -0.037 0.384
C -0.4121 -2.0191 2.4076 0.644 1.064 -0.638
C 1.7778 3.2786 -1.0539 -0.575 -0.988 -1.213
H -0.0680 0.3020 -1.4146 0.508 1.349 -4.050
H -2.2867 2.3570 -0.3626 0.443 0.012 0.144
N -0.8557 -0.5711 2.5935 -1.947 -0.493 0.837
H -2.8618 3.3678 -1.6652 -0.109 0.739 0.305
C 3.3401 -1.6082 -0.3867 1.189 -0.826 -0.902
C 4.7587 -3.6690 2.1448 -0.228 1.425 -1.371
H -4.1493 -0.5656 1.7113 -0.046 0.178 0.025
H 5.4920 -2.3592 -0.0372 -0.370 -0.420 -0.723
B -0.1135 -0.1032 -0.4156 0.234 -0.039 0.336
N 0.3131 2.7495 -0.7918 1.699 3.759 -0.022
O 4.3801 -1.3146 2.7888 -0.253 -0.243 -2.584
H -2.4845 -1.8664 -1.9661 -0.083 -0.663 -0.135
H -0.4338 -2.8898 -3.1964 -0.505 0.102 0.598
H 5.1676 -0.8105 0.3081 0.151 0.353 0.174
C -0.8317 3.6848 -1.2938 1.032 0.484 -2.241
H -0.6481 -1.0379 -0.4846 -1.547 -3.767 0.397
H -1.5149 -2.1551 -4.4033 -0.149 -0.034 0.226
H -1.1935 -0.9324 -1.7169 1.046 0.751 1.069
H 2.4835 2.7695 -0.3975 -0.477 -0.206 0.092
C -2.4040 -0.5724 2.8207 -0.066 0.853 5.151
F -0.7962 2.1731 2.0342 -2.050 -2.739 -2.577
C -0.9370 -1.9710 -3.4976 -0.079 0.595 -0.258
F -1.0557 3.8255 3.4875 -0.404 0.096 0.388
H -2.2992 4.0678 -0.0075 -0.885 0.173 -0.043
H 3.8424 -4.2303 1.9622 -0.406 -0.040 -0.344
F 0.4733 4.0228 1.8587 0.351 0.366 -1.581
H -0.7429 0.5931 0.1167 -2.341 2.414 2.164
H -2.7231 -0.2636 0.7189 0.263 -0.311 0.058
B -0.1389 3.1140 2.7314 -0.563 3.432 1.071
H 2.5569 -1.1895 0.2453 0.867 0.106 0.401
H -4.3404 -1.2902 -3.1675 -0.411 0.061 0.138
H 5.5279 -4.0629 1.4804 0.145 -0.582 0.285
C 4.6764 -2.1307 1.8401 0.779 -1.093 2.705
H -0.1503 -1.2603 -3.7509 -0.173 0.124 0.111
O -2.0536 0.8699 -3.4780 0.547 -0.912 0.324
H -0.6634 -2.1719 1.3580 0.287 -0.550 0.202
H -0.3838 0.0446 3.2404 0.307 -0.304 1.484
H 4.9546 -3.8748 3.1971 0.491 0.519 -0.176
H 0.1057 1.8240 -1.1389 0.347 -0.726 -0.304
H -4.6288 0.2153 -2.2073 0.394 -0.175 0.328
N 4.7797 -1.7429 0.3273 -2.645 0.558 1.997
C -2.1817 3.3437 -0.8137 0.099 -0.725 0.523
F 0.7919 2.5167 3.4355 2.431 -1.751 2.166
H 0.6644 -2.0727 2.5700 -0.046 0.093 -0.178
O -0.6142 4.5312 -2.1249 0.388 -1.568 1.803
H 1.9952 3.0264 -2.0918 0.065 -0.073 0.104
C -3.1131 -0.8595 1.5441 -1.468 0.441 0.504
C -4.0984 -0.2343 -3.0467 -0.101 -0.523 -0.736
O -2.8211 -0.3846 3.9866 1.746 -0.923 -5.583
H -4.4365 0.3225 -3.9207 -0.111 -0.136 -0.041
H -0.7361 0.0315 1.7919 0.410 -0.179 -1.491
H -0.8844 -2.7522 3.0615 -0.349 0.610 0.156
C -2.6189 -0.0848 -3.0607 0.263 0.772 0.512
H 0.3081 2.7078 0.2173 -0.738 -0.004 1.011
```
Positions in Å, forces in eV/Å.

Summary:
LUMO (spin up / spin down), eV: -3.730 / -3.731
Molar mass, g mol⁻¹: 398.06
Kohn-Sham gap (spin up / spin down), eV: 3.1 / 6.8
Multiplicity: 2
Total charge: +1

Entry 3:
# C12H36B3O6S3V

A molecular structure, C12H36B3O6S3V at a distorted geometry (ωB97M-V with the def2-TZVPD basis set, the Open Molecules 2025 dataset).

Geometry as XYZ:
```
61
Properties=species:S:1:pos:R:3:forces:R:3
H -0.8689 2.0925 -2.7464 1.393 1.625 -3.079
H 1.5102 2.3256 -2.3234 0.093 -0.056 0.052
C 2.4702 2.8147 0.9952 0.545 -2.717 0.144
H 2.1675 2.6497 2.0293 -0.610 -0.594 -0.300
C 0.5440 -1.2114 3.9837 -1.248 0.445 0.044
H -2.5817 -0.7802 0.6263 1.963 -2.982 2.406
C -2.9527 -2.6798 -3.0431 0.117 -0.421 2.057
H 2.4100 -0.7242 4.9051 -0.036 -0.478 0.087
C -0.4078 -2.5258 -3.2591 -0.443 0.347 0.248
B -3.2704 -0.2569 -0.0188 -0.884 -1.198 -0.375
H 0.5491 -2.0960 4.6206 -0.306 -0.251 -0.334
H 3.2250 -2.2413 3.5346 0.213 -0.320 -0.772
H 3.3466 2.3732 -2.2403 -0.310 -0.464 -0.082
H 2.0376 4.6249 -1.7947 -0.071 0.179 0.253
S -0.6062 -2.6339 -1.3924 -2.073 -0.211 -1.964
C 2.4404 3.9258 -1.0619 0.430 -0.121 -1.314
B -1.2359 1.6289 -1.8438 -0.813 0.760 -1.344
H -1.8781 -1.0259 -3.7391 0.223 0.153 0.125
H -2.3022 1.4658 -1.8700 -3.684 -0.446 -0.279
H -0.7215 0.6933 -1.6881 1.926 -3.752 0.218
V -1.3165 0.6839 0.0705 0.506 0.342 0.441
H 0.4093 -1.8403 -3.4839 -0.197 0.171 -0.029
H 1.6821 -2.2551 0.8023 0.954 0.521 0.037
C -1.8302 -2.1092 -3.8499 2.083 1.249 0.453
C 2.3987 2.5170 -1.7218 -0.052 -0.374 1.492
C 1.6731 -2.3154 1.8906 0.129 0.802 0.515
H -2.9947 -0.3643 -1.0564 1.066 -0.321 -3.641
H -0.0561 -3.5279 -3.5045 -0.238 -0.111 -0.056
C 2.7031 -1.5318 2.8925 -1.219 0.407 -0.917
O -1.0216 -2.8370 2.3966 1.987 2.610 -0.925
H -0.4406 1.8766 1.4644 3.942 -0.767 -0.325
S 2.3076 1.3297 -0.2377 1.293 1.277 1.058
O -0.7102 -1.3015 -0.7723 0.639 -2.297 -1.112
O 0.3266 -3.5792 -0.8027 -0.528 0.645 -0.340
H 3.5028 4.1310 -0.9305 0.063 0.308 -0.217
H -2.3114 -4.4282 -1.9714 0.684 -0.037 0.551
H 1.7687 -3.3778 2.1150 -0.749 0.041 0.113
H -2.0212 -2.2293 -4.9163 0.728 -0.579 -0.022
H -4.2968 -0.5642 0.1094 -3.542 -0.819 0.724
C -2.3622 -3.3690 -1.7192 0.188 0.939 -0.470
O 0.9461 0.8029 -0.1308 1.821 -0.181 -0.356
C 1.8680 3.9809 0.3225 -0.095 0.490 0.759
H -1.8960 2.4650 0.6694 -1.775 1.287 -3.543
B -1.4670 2.1733 1.6155 0.353 0.833 0.822
H 2.0008 0.4282 3.7871 -0.402 -0.024 -0.831
C 1.9329 -0.6506 3.9278 0.345 -0.109 -0.485
H -1.5065 3.0305 2.2696 -0.222 2.877 2.258
O 3.5142 0.4468 -0.1201 -2.790 1.523 -0.368
H 3.3724 -0.8890 2.3206 0.193 -0.419 -0.023
H -3.1214 0.7352 0.3782 -0.101 4.369 0.916
H -3.5966 -1.8432 -2.7716 -0.286 -0.388 0.098
H -3.4827 -3.4057 -3.6597 -0.183 -0.161 0.515
H 2.2840 4.7910 0.9213 -0.041 0.642 -0.467
H 3.5586 2.8203 1.0551 0.189 0.520 -0.270
H -0.1585 -0.4849 4.3921 -0.274 -0.177 -0.123
S -0.0473 -1.7067 2.2670 -0.020 -2.176 3.846
H -2.8916 -3.2135 -0.7791 -0.261 0.091 -0.252
H -2.0245 1.3212 1.9723 -2.077 -3.255 1.465
O -0.4084 -0.4277 1.6578 0.462 -1.441 0.315
H -0.9512 2.2237 -0.9898 1.071 2.665 2.923
H 0.7892 4.0753 0.4468 -0.065 -0.471 -0.316
```
Positions in Å, forces in eV/Å.

Summary:
LUMO (spin up / spin down), eV: 0.200 / 0.293
Molar mass, g mol⁻¹: 455.99
Energy relative to the best compared isomer or geometry (same formula, charge and spin), kJ/mol: 530.3
Kohn-Sham gap (spin up / spin down), eV: 8.5 / 9.9
Multiplicity: 3
Total charge: 0

Entry 4:
# C12H36BF4O6S6Y

A molecular structure, C12H36BF4O6S6Y at a distorted geometry (ωB97M-V with the def2-TZVPD basis set, the Open Molecules 2025 dataset).

Geometry as XYZ:
```
66
Properties=species:S:1:pos:R:3:forces:R:3
C 3.5181 -0.0019 -1.9719 -0.742 0.434 -0.008
H -2.8138 0.5739 -1.9906 0.112 -0.062 -0.060
S -2.5953 5.6460 1.2524 -0.810 -0.594 1.380
H -1.6893 4.2547 3.1243 -0.465 0.718 -0.018
H -2.1181 3.3204 1.7227 -0.202 0.171 -0.191
H 6.1632 0.2055 3.7396 -0.600 0.173 -0.245
C -2.5039 5.0001 -0.4106 0.599 -1.432 -0.218
H -0.6191 4.2343 1.7781 -0.112 0.289 -0.360
H 4.3631 0.5752 -2.3497 -0.061 -0.294 -0.507
F -0.9732 1.3377 0.6429 -0.193 0.025 0.017
H -1.5099 5.1378 -0.8430 -0.193 0.792 -0.117
C 6.5517 0.1672 2.7230 0.704 -0.841 -0.087
H -2.4849 -4.5868 1.4463 -0.071 -0.100 0.023
O 0.6922 -2.1497 0.5477 0.768 -1.035 0.413
B -0.1000 0.9371 -0.3348 1.084 0.000 -0.298
H -3.0336 -3.3450 2.6127 0.042 -0.060 0.004
H -3.9288 -1.3922 2.0932 0.167 0.514 0.079
H 7.5929 -0.1377 2.8636 -0.047 -0.117 -0.234
H -3.3447 5.3714 -0.9864 0.196 0.348 -0.101
S 5.8059 -1.1479 1.6796 -0.269 0.735 0.056
C -3.8984 -1.1798 1.0244 -0.248 -0.730 0.723
H -2.4624 1.2922 -4.6593 -0.387 -0.302 -0.078
H -0.2404 -1.3267 3.9507 0.243 -0.249 -0.040
H -1.1817 -1.3851 2.4246 -0.019 0.035 0.022
H -2.5403 3.9033 -0.3851 -0.546 0.092 0.227
C -3.4642 -0.1310 -2.5095 0.097 0.334 -0.040
H 1.4012 0.7477 -4.9594 -0.072 0.225 -0.115
F -0.5876 -0.3350 -0.8670 -0.297 -0.435 -0.028
H 2.9740 0.6688 -1.3060 -0.232 -0.231 0.096
H -3.9106 -0.8196 -1.7940 0.241 -0.320 -0.227
F -0.0115 1.7903 -1.4344 -0.151 -0.051 0.291
H -4.2969 0.4077 -2.9647 0.142 -0.038 -0.279
H 3.8847 -0.8753 -1.4405 -0.069 -0.098 -0.097
H 1.2709 -4.5101 2.3896 0.008 0.034 -0.094
H 0.0059 -0.0891 2.7108 0.059 -0.039 -0.202
S 1.0398 -2.1447 2.0549 0.198 0.207 0.397
H -4.2146 -4.4012 1.7888 -0.163 0.218 -0.263
O -4.0074 5.4297 1.7289 0.845 0.207 -0.566
C -0.2230 -1.1399 2.8784 -0.095 0.039 -0.566
Y -0.0205 -2.5568 -1.4661 -1.167 3.748 0.402
H 4.3479 0.7179 1.0884 0.450 -0.303 -0.666
S 2.4016 -0.5503 -3.3152 1.937 0.180 -0.279
O -1.3241 -1.6108 -3.0685 -0.167 -1.187 0.289
C -1.8304 0.4058 -4.6550 0.735 0.415 0.189
S -2.5237 -1.0068 -3.7914 -0.666 0.355 0.257
H 6.5835 1.1042 2.1719 -0.329 0.092 0.131
H -4.9372 -1.0451 0.7207 0.065 -0.218 -0.288
H 3.6714 -0.0301 2.3592 0.177 -0.854 0.347
H 2.9590 1.5015 -4.4968 0.296 -0.734 -0.168
H -1.5197 0.1381 -5.6631 -0.341 -0.206 -0.023
H -3.3392 -0.2785 0.7827 0.413 -0.263 -0.096
C 2.0522 1.0141 -4.1337 -0.332 0.414 0.659
H -0.9284 0.6899 -4.1132 -0.017 -0.099 0.301
C 4.1954 -0.3106 1.4375 -0.207 1.316 0.763
F 1.1909 0.6749 0.1907 -0.479 0.111 -0.073
S -3.2435 -2.7185 0.2870 -0.759 0.095 -0.749
C -1.6829 4.2707 2.0345 0.717 -0.601 -0.032
H 3.4918 -0.8105 0.7798 0.254 -0.316 -0.059
O 1.1175 -1.1075 -2.6919 0.745 -0.229 0.386
O 5.5993 -2.3685 2.4944 -0.229 0.184 0.055
H -0.4598 -3.9720 2.3853 0.059 -0.098 -0.225
O -1.7597 -2.4750 -0.0329 -0.580 -0.869 0.184
C -3.2699 -3.8722 1.6885 0.508 0.525 -0.004
H 0.5257 -3.7276 3.7993 0.326 0.240 -0.001
C 0.5563 -3.7568 2.7101 -0.386 0.181 -0.162
H 1.6366 1.7784 -3.4723 -0.489 -0.436 0.170
```
Positions in Å, forces in eV/Å.

Summary:
LUMO, eV: -7.055
Molar mass, g mol⁻¹: 644.53
Energy relative to the best compared isomer or geometry (same formula, charge and spin), kJ/mol: 56.6
Kohn-Sham gap, eV: 5.0
Total charge: +2

Number 1: DFT total energy -36201.1009 eV. Number 2: DFT total energy -39392.6234 eV. Number 3: DFT total energy -85524.5589 eV. Number 4: DFT total energy -102904.7923 eV.